[1]
A cluster of 2 separate species, C2H8NS in total at a distorted geometry. Source: the OMol25 dataset; level of theory: ωB97M-V/def2-TZVPD.

charge: -1
total energy: -533.9244 Eh
highest occupied orbital energy: -2.59 eV
orbital gap: 6.44 eV
energy relative to the best compared isomer or geometry (same formula, charge and spin): 29.3 kcal per mole

Last column: Mulliken charge in e.
Geometry (Å):
S (0.675, -0.358, 2.319)  -0.89
N (-0.067, 1.549, -1.125)  -0.65
C (-1.159, -0.666, -2.234)  -0.96
C (-0.019, -0.011, -1.358)  0.01
H (-1.099, -1.894, -2.335)  0.25
H (-2.143, -0.588, -1.717)  0.28
H (0.812, -1.376, 3.250)  -0.06
H (0.405, 1.986, -0.368)  0.28
H (0.934, -0.186, -2.025)  0.17
H (-1.017, 1.696, -0.944)  0.20
H (0.118, -0.582, -0.341)  0.07
H (-1.264, -0.113, -3.193)  0.28

***

[2]
A cluster of 2 separate species, C2H8NS in total at a distorted geometry. Source: the OMol25 dataset; level of theory: ωB97M-V/def2-TZVPD.

charge: -1
total energy: -533.9419 Eh
highest occupied orbital energy: -2.64 eV
orbital gap: 6.99 eV
energy relative to the best compared isomer or geometry (same formula, charge and spin): 18.3 kcal per mole

Last column: Mulliken charge in e.
Geometry (Å):
S (1.118, -2.629, -0.057)  -0.86
N (0.436, 0.304, 1.049)  -0.65
C (-0.253, 1.124, -1.089)  -1.03
C (-0.646, 0.368, 0.115)  -0.09
H (0.254, 0.146, 2.006)  0.20
H (-1.487, 0.856, 0.662)  0.33
H (0.863, -3.130, 1.143)  -0.05
H (-1.227, -0.588, -0.154)  0.20
H (1.150, -0.418, 0.679)  0.09
H (-0.931, 2.005, -1.299)  0.23
H (-0.061, 0.526, -2.061)  0.26
H (0.784, 1.436, -0.993)  0.36

***

[3]
A cluster of 2 separate species, C2H8NS in total at a distorted geometry. Source: the OMol25 dataset; level of theory: ωB97M-V/def2-TZVPD.

charge: -1
total energy: -533.9331 Eh
highest occupied orbital energy: -2.52 eV
orbital gap: 6.26 eV
energy relative to the best compared isomer or geometry (same formula, charge and spin): 23.8 kcal per mole

Last column: Mulliken charge in e.
Geometry (Å):
S (-3.569, -0.053, -0.765)  -0.85
N (0.579, 0.604, 1.493)  -0.66
C (1.071, -0.347, 0.376)  -0.39
C (0.494, -0.101, -1.017)  -0.66
H (-2.868, 1.012, -0.610)  -0.11
H (0.470, -0.817, -1.819)  0.34
H (0.927, -0.034, 2.298)  0.24
H (0.876, -1.411, 0.516)  0.25
H (-0.543, 0.179, -0.850)  -0.02
H (2.130, -0.436, 0.268)  0.38
H (0.885, 0.900, -1.454)  0.19
H (-0.451, 0.504, 1.564)  0.29

***

[4]
A cluster of 2 separate species, C2H8NS in total at a distorted geometry. Source: the OMol25 dataset; level of theory: ωB97M-V/def2-TZVPD.

<S²>: 0.751
charge: -2
total energy: -533.7951 Eh
highest occupied orbital energy (alpha / beta): 4.31 / 0.01 eV
orbital gap (alpha / beta): 2.82 / 7.05 eV
spin multiplicity: 2
energy relative to the best compared isomer or geometry (same formula, charge and spin): 14.1 kcal per mole

Last column: Mulliken spin population.
Geometry (Å):
S (1.239, 3.259, 0.043)  -0.06
N (0.954, -1.624, -0.307)  1.24
C (0.289, -0.557, 0.476)  0.31
C (-1.080, -0.132, -0.099)  2.58
H (-1.318, 0.912, 0.127)  -0.34
H (-0.948, -0.142, -1.180)  -0.19
H (1.197, -1.189, -1.194)  -0.37
H (0.979, 0.276, 0.663)  -0.20
H (0.267, -2.359, -0.495)  -0.77
H (-1.775, -0.818, 0.395)  -0.99
H (-0.094, 3.335, 0.068)  -0.01
H (0.289, -0.961, 1.503)  -0.20

***

[5]
A cluster of 2 separate species, C2H8NS in total at a distorted geometry. Source: the OMol25 dataset; level of theory: ωB97M-V/def2-TZVPD.

<S²>: 0.755
charge: 0
total energy: -533.8409 Eh
highest occupied orbital energy (alpha / beta): -8.67 / -9.09 eV
orbital gap (alpha / beta): 9.66 / 8.55 eV
spin multiplicity: 2
energy relative to the best compared isomer or geometry (same formula, charge and spin): 27.5 kcal per mole

Last column: Mulliken spin population.
Geometry (Å):
S (2.009, -1.091, -0.099)  0.09
N (-1.733, -0.772, 1.051)  0.01
C (-0.049, 0.824, -1.105)  0.82
C (0.830, 0.446, -0.028)  0.00
H (1.570, 1.216, 0.232)  0.01
H (-1.967, -1.726, 0.835)  0.00
H (-1.367, -0.210, 0.302)  -0.01
H (-2.530, -0.317, 1.457)  0.00
H (3.177, -0.494, -0.337)  0.00
H (0.485, 0.239, 0.986)  0.04
H (-0.473, 0.074, -1.760)  0.02
H (0.049, 1.812, -1.535)  0.03

***

[6]
A cluster of 2 separate species, C2H8NS in total at a distorted geometry. Source: the OMol25 dataset; level of theory: ωB97M-V/def2-TZVPD.

charge: +1
total energy: -533.6434 Eh
highest occupied orbital energy: -13.56 eV
orbital gap: 8.01 eV
energy relative to the best compared isomer or geometry (same formula, charge and spin): 23.0 kcal per mole

Last column: Mulliken charge in e.
Geometry (Å):
S (0.233, 1.676, -1.046)  -0.23
N (-0.178, -0.381, 1.271)  -0.02
C (0.033, 0.167, -2.105)  -0.64
C (0.405, -0.804, 2.345)  -0.07
H (-0.574, -0.500, -1.507)  0.26
H (-0.423, 0.406, -3.091)  0.31
H (0.352, 0.190, 0.576)  0.11
H (1.450, -0.600, 2.466)  0.28
H (-1.036, 1.948, -0.904)  0.18
H (1.127, -0.166, -2.149)  0.28
H (-1.145, -0.639, 1.065)  0.29
H (-0.244, -1.299, 3.080)  0.26

***

[7]
The ion C2H8NS2 with charge +1 at a distorted geometry. Source: the OMol25 dataset; level of theory: ωB97M-V/def2-TZVPD.

charge: +1
total energy: -931.8685 Eh
highest occupied orbital energy: -13.03 eV
orbital gap: 9.30 eV
energy relative to the best compared isomer or geometry (same formula, charge and spin): 2.4 kcal per mole
SMILES: [NH3+]CCSS

Last column: Mulliken charge in e.
Geometry (Å):
S (-2.539, -0.603, -0.620)  -0.17
S (-1.465, 0.278, 0.976)  -0.04
N (0.733, 0.606, -1.138)  -0.29
C (1.202, 0.268, 0.258)  -0.37
C (0.128, -0.581, 0.939)  -0.76
H (0.462, -0.634, 1.980)  0.35
H (1.259, 1.215, 0.785)  0.34
H (-3.513, -0.755, 0.290)  0.22
H (-0.246, 0.903, -0.944)  0.23
H (2.142, -0.269, 0.178)  0.35
H (0.621, -0.202, -1.753)  0.37
H (0.050, -1.627, 0.655)  0.41
H (1.166, 1.401, -1.605)  0.35

***

[8]
A cluster of 2 separate species, C2H8O2 in total at a distorted geometry. Source: the OMol25 dataset; level of theory: ωB97M-V/def2-TZVPD.

charge: 0
total energy: -231.3943 Eh
highest occupied orbital energy: -10.36 eV
orbital gap: 11.10 eV
energy relative to the best compared isomer or geometry (same formula, charge and spin): 42.7 kcal per mole
SMILES: CO.CO

Last column: Mulliken charge in e.
Geometry (Å):
O (-1.813, -0.315, -0.045)  -0.49
O (1.694, 0.640, -0.588)  -0.45
C (1.719, 1.420, 0.534)  -0.48
C (-1.751, -1.757, 0.085)  -0.51
H (2.806, 1.247, 1.178)  0.19
H (1.647, 2.539, 0.311)  0.26
H (2.158, 1.140, -1.220)  0.29
H (-1.328, -1.970, 1.001)  0.27
H (-2.892, -2.028, -0.086)  0.19
H (0.930, 1.049, 1.242)  0.20
H (-0.880, -0.073, -0.366)  0.29
H (-1.291, -2.479, -0.713)  0.24

***

[9]
A cluster of 2 separate species, C2H8O2 in total at a distorted geometry. Source: the OMol25 dataset; level of theory: ωB97M-V/def2-TZVPD.

charge: 0
total energy: -231.4520 Eh
highest occupied orbital energy: -10.11 eV
orbital gap: 10.84 eV
energy relative to the best compared isomer or geometry (same formula, charge and spin): 6.5 kcal per mole
SMILES: CCO.O

Last column: Mulliken charge in e.
Geometry (Å):
O (0.410, -3.779, -2.376)  -0.65
O (0.547, 1.439, -0.702)  -0.50
C (-0.211, 1.899, 0.369)  -0.25
C (0.003, 0.954, 1.612)  -0.90
H (0.197, -4.510, -1.752)  0.32
H (-0.015, -0.134, 1.431)  0.34
H (-0.399, -3.679, -2.927)  0.33
H (0.158, 2.893, 0.688)  0.25
H (-0.750, 1.195, 2.381)  0.27
H (0.999, 1.231, 1.996)  0.24
H (0.352, 0.494, -0.872)  0.31
H (-1.292, 1.995, 0.152)  0.24

***

[10]
A cluster of 2 separate species, C2H8O2S in total at a distorted geometry. Source: the OMol25 dataset; level of theory: ωB97M-V/def2-TZVPD.

charge: 0
total energy: -629.6212 Eh
highest occupied orbital energy: -9.47 eV
orbital gap: 10.20 eV
energy relative to the best compared isomer or geometry (same formula, charge and spin): 12.7 kcal per mole
SMILES: COCS.O

Last column: Mulliken charge in e.
Geometry (Å):
S (1.103, -2.060, -0.344)  -0.19
O (2.745, 3.780, -3.100)  -0.65
O (-0.488, -0.419, 0.889)  -0.24
C (-1.702, -0.147, 1.578)  -0.62
C (-0.537, -1.610, 0.128)  -0.44
H (-2.254, -1.019, 1.967)  0.29
H (3.257, 4.357, -2.488)  0.32
H (-0.939, -2.472, 0.694)  0.31
H (-2.348, 0.388, 0.863)  0.26
H (2.436, 3.034, -2.537)  0.33
H (1.285, -2.808, 0.765)  0.12
H (-1.083, -1.553, -0.833)  0.28
H (-1.473, 0.529, 2.420)  0.22

***

[11]
A cluster of 2 separate species, C2H8O2SSi2 in total at a distorted geometry. Source: the OMol25 dataset; level of theory: ωB97M-V/def2-TZVPD.

charge: 0
total energy: -1208.5530 Eh
highest occupied orbital energy: -9.41 eV
orbital gap: 9.17 eV
energy relative to the best compared isomer or geometry (same formula, charge and spin): 75.3 kcal per mole

Last column: Mulliken charge in e.
Geometry (Å):
S (5.075, -0.254, -0.321)  0.25
Si (-3.541, -0.887, -0.689)  0.20
Si (-0.999, 0.512, 0.253)  0.34
O (4.685, -0.386, -1.738)  -0.49
O (-2.521, 0.259, -0.184)  0.10
C (2.670, 0.775, 1.056)  -0.32
C (3.743, 0.241, 0.514)  -0.01
H (-2.848, -2.304, -0.726)  -0.11
H (-0.888, -0.075, 1.586)  -0.13
H (2.612, 1.797, 1.071)  0.28
H (-3.821, -0.894, -2.220)  -0.09
H (1.825, 0.271, 1.570)  0.28
H (-1.177, 1.913, 0.100)  -0.12
H (0.060, -0.122, -0.451)  -0.11
H (-4.875, -0.845, 0.180)  -0.07

***

[12]
A cluster of 3 separate species, C2H8O3 in total at a distorted geometry. Source: the OMol25 dataset; level of theory: ωB97M-V/def2-TZVPD.

charge: 0
total energy: -306.6751 Eh
highest occupied orbital energy: -8.86 eV
orbital gap: 9.44 eV
energy relative to the best compared isomer or geometry (same formula, charge and spin): 21.8 kcal per mole
SMILES: C=CO.O.O

Last column: Mulliken charge in e.
Geometry (Å):
O (-0.271, 4.389, -0.178)  -0.61
O (0.533, -1.683, -0.976)  -0.47
O (-0.748, 0.988, -0.316)  -0.64
C (0.006, -2.899, 0.970)  -0.82
C (0.660, -2.798, -0.189)  0.23
H (-0.731, -2.170, 1.300)  0.23
H (1.288, -3.626, -0.484)  0.33
H (-0.559, 1.879, -0.658)  0.30
H (0.572, 4.838, -0.213)  0.31
H (-0.296, -1.261, -0.671)  0.28
H (0.117, 0.829, 0.078)  0.33
H (-0.880, 5.059, -0.451)  0.31
H (0.310, -3.544, 1.787)  0.23